C5H8LiMnO4 | the ωB97M-V functional and the def2-TZVPD basis

Computed properties:
HOMO-LUMO gap (alpha / beta)	7.1 / 7.2	eV
multiplicity	6
F_max	3.6	eV/A
charge	+1
highest occupied orbital energy (alpha / beta)	-12.070 / -12.285	eV

Last column: Mulliken charge in e.
Geometry (Å):
C -2.96710 1.42259 0.14779  -1.242
C -3.18822 -0.03064 -0.22010  0.085
O -2.51318 -0.95662 0.56193  -0.703
Li -2.15870 -2.71921 0.06259  0.925
H -3.79536 2.04412 -0.22029  0.340
H -2.91911 1.55624 1.23992  0.285
H -2.04927 1.79784 -0.33208  0.273
H -2.77577 -0.20220 -1.34488  0.222
O -0.24674 -2.12585 0.39616  -0.454
C 0.96307 -0.14890 2.35010  0.518
C 0.83957 -1.95843 -0.18908  0.132
O 1.26546 0.60040 3.25785  -0.473
O 2.01068 -0.35450 1.44953  -0.318
C 2.03032 -1.30930 0.43077  -0.398
Mn -1.03964 -0.76783 1.76497  0.470
H 1.12988 -2.74665 -0.90837  0.352
H 2.57217 -0.85026 -0.41283  0.384
H 2.65030 -2.17539 0.74255  0.340
H -4.26750 -0.23243 -0.08845  0.259

Atoms 1-3, force components in eV/Å:
0.445 0.291 -0.216
-0.377 0.111 -2.365
0.637 -1.046 0.923

=====

H4O2 | the ωB97M-V functional and the def2-TZVPD basis

Computed properties:
ΔE to the lowest compared entry with this formula, charge and spin	1.6	kcal per mole
HOMO-LUMO gap	12.3	eV
multiplicity	1
F_max	0.5	eV/A
highest occupied orbital energy	-11.379	eV
SMILES	O.O

Last column: Mulliken charge in e.
Geometry (Å):
O 0.30488 -0.40897 -1.15701  -0.628
H 0.84479 -0.86596 -1.80190  0.301
H 0.12064 -1.06819 -0.48789  0.343
O -0.38793 0.53607 1.45107  -0.667
H 0.31253 0.93780 0.93708  0.328
H -1.19492 0.86925 1.05866  0.324

Atoms 1-3, force components in eV/Å:
0.037 0.195 -0.163
0.137 -0.055 -0.240
-0.134 -0.080 0.363

=====

C5H13NO2 | the ωB97M-V functional and the def2-TZVPD basis

Computed properties:
ΔE to the lowest compared entry with this formula, charge and spin	77.5	kcal per mole
HOMO-LUMO gap	10.3	eV
multiplicity	1
F_max	4.7	eV/A
highest occupied orbital energy	-9.594	eV
SMILES	C=CCCNCO.O

Last column: Mulliken charge in e.
Geometry (Å):
C -1.20895 2.07258 -0.58130  -0.652
C -0.35610 1.48762 -1.43737  -0.337
C 1.09453 1.41839 -0.92714  -0.688
C 1.38382 0.34395 0.11401  -0.442
N 0.17215 -0.08647 0.97844  -0.324
C 0.50428 -1.40898 1.50696  -0.312
O 0.17256 -2.47090 0.49997  -0.591
H -2.25455 2.29493 -0.52007  0.317
H -0.78403 2.19295 0.40844  0.212
H -0.56014 1.25324 -2.46754  0.335
H 1.41541 2.42619 -0.50603  0.365
H 1.75696 1.28589 -1.77668  0.347
H 1.85735 0.99098 0.93801  0.144
H 2.03203 -0.51526 -0.06683  0.526
H -0.51451 -0.33755 0.25243  0.171
H 1.53542 -1.61848 1.78202  0.353
H -0.26097 -1.67660 2.28884  0.262
H 0.73324 -2.28968 -0.26737  0.327
O -2.29322 -1.67822 -0.45700  -0.680
H -1.51290 -2.09325 -0.03764  0.361
H -2.91236 -1.59135 0.27585  0.305

Atoms 1-3, force components in eV/Å:
0.907 -0.951 0.583
-0.019 1.547 1.102
-0.023 0.599 -0.860

=====

Per-record E, Eh: -1654.5479 -152.8723 -403.4531